The following is a quantum chemistry calculation of a molecular structure, C17H24BrN5O6W at a distorted geometry, from the OMol25 dataset.

Kohn-Sham gap (spin up / spin down) (Eh): 0.303 / 0.331
Multiplicity: 3
ΔE to the lowest compared entry with this formula, charge and spin (kcal per mole): 0.0
E_LUMO (spin up / spin down) (eV): -6.19 / -6.64
Max |F| (eV Å⁻¹): 1.12
Total charge: +2

Positions of all 54 atoms, in Å:
W (-0.340, -0.207, 0.012)
Br (-1.698, 2.217, 2.035)
O (0.965, 1.588, 0.450)
O (-0.764, -0.775, -1.848)
O (0.357, -4.159, -0.057)
O (1.749, -0.920, -0.196)
O (-0.362, -2.091, 0.428)
O (-1.111, -2.575, -3.121)
N (-0.125, -0.082, 2.201)
N (0.869, 3.620, -0.630)
N (-1.891, 1.762, -2.963)
N (-0.490, 1.773, -1.155)
N (-2.556, -0.452, 0.262)
C (0.588, -0.997, 2.882)
C (-3.122, -1.706, -0.357)
C (0.276, 4.320, -1.649)
C (0.471, 2.345, -0.433)
C (0.894, -0.878, 4.218)
C (-2.971, -1.743, -1.866)
C (0.568, -2.995, -0.014)
C (-0.649, 3.763, -2.451)
C (3.029, -2.914, 0.407)
C (-0.577, 0.969, 2.904)
C (-1.539, -1.784, -2.342)
C (0.446, 0.232, 4.910)
C (-1.023, 2.408, -2.204)
C (-0.319, 1.174, 4.240)
C (1.871, 4.220, 0.275)
C (1.894, -2.383, -0.445)
C (2.119, -2.624, -1.927)
H (-3.092, 0.349, -0.067)
H (1.422, 4.415, 1.246)
H (-4.175, -1.768, -0.092)
H (0.672, 0.361, 5.961)
H (2.484, -0.465, -0.636)
H (-0.724, 2.041, 4.740)
H (-2.253, 2.187, -3.802)
H (-2.744, -0.507, 1.261)
H (1.472, -1.653, 4.702)
H (2.115, -3.698, -2.108)
H (-1.931, 0.756, -2.876)
H (0.912, -1.857, 2.323)
H (2.213, 5.150, -0.167)
H (3.094, -2.232, -2.225)
H (2.708, 3.540, 0.391)
H (0.617, 5.338, -1.780)
H (-3.461, -0.871, -2.314)
H (-1.076, 4.320, -3.272)
H (-2.609, -2.544, 0.099)
H (2.981, -2.528, 1.426)
H (2.966, -4.000, 0.438)
H (1.334, -2.176, -2.535)
H (-3.476, -2.623, -2.255)
H (3.992, -2.639, -0.025)

The following is a quantum chemistry calculation of a molecular structure, C27H29KN8O5, from the OMol25 dataset.

Kohn-Sham gap (Eh): 0.185
ΔE to the lowest compared entry with this formula, charge and spin (kcal per mole): 0.0
E_LUMO (eV): 4.32
Max |F| (eV Å⁻¹): 0.74
Total charge: -2

Positions of all 70 atoms, in Å:
K (0.864, 0.839, 0.440)
O (-1.240, 3.941, 3.306)
O (-0.371, 1.936, 2.758)
O (3.764, 3.755, -1.498)
O (2.942, 1.836, -0.676)
O (2.304, 7.219, 1.838)
N (-1.305, 1.480, -6.354)
N (0.027, 1.293, -2.556)
N (0.762, -1.983, 0.267)
N (-1.745, 1.040, -0.516)
N (1.459, 3.238, 1.132)
N (0.471, 1.521, -4.892)
N (-1.757, 1.220, -4.111)
N (2.166, 1.511, -3.337)
C (-0.961, -2.138, 3.478)
C (0.871, 1.450, -3.604)
C (-1.243, 1.185, -2.876)
C (1.998, 5.896, 1.608)
C (-2.580, 0.903, 0.510)
C (-0.405, 3.187, 2.773)
C (-3.946, 0.714, 0.335)
C (2.506, -3.640, -0.424)
C (-3.581, 0.816, -2.023)
C (-0.641, -4.408, 2.755)
C (-1.483, -1.138, 4.482)
C (2.724, 5.208, 0.651)
C (3.121, 3.087, -0.675)
C (-4.449, 0.666, -0.952)
C (2.406, 3.875, 0.440)
C (0.179, -2.570, 1.315)
C (1.854, -1.715, -1.828)
C (-1.119, -3.518, 3.706)
C (-2.232, 1.002, -1.751)
C (-0.802, -5.895, 2.971)
C (0.742, 3.916, 2.028)
C (-0.014, -3.963, 1.597)
C (0.980, 5.258, 2.294)
C (-0.344, -1.697, 2.336)
C (-0.834, 1.402, -5.061)
C (1.316, -2.752, -0.835)
C (0.262, -3.582, -1.594)
H (0.336, -4.715, 0.904)
H (-2.208, 1.055, -6.484)
H (-3.918, 0.793, -3.048)
H (2.954, -4.125, -1.299)
H (-4.587, 0.608, 1.200)
H (-0.557, -2.923, -1.892)
H (-1.606, -3.877, 4.606)
H (-1.863, -1.645, 5.372)
H (-2.136, 0.968, 1.499)
H (-0.708, -0.431, 4.781)
H (2.785, 1.761, -4.087)
H (-0.233, -0.629, 2.182)
H (3.267, -3.015, 0.048)
H (0.693, -4.026, -2.498)
H (-1.305, -6.101, 3.918)
H (0.346, 5.761, 3.014)
H (-0.613, 1.284, -7.058)
H (3.492, 5.679, 0.055)
H (-2.289, -0.534, 4.060)
H (0.167, -6.402, 2.986)
H (2.511, 1.549, -2.359)
H (2.225, -4.413, 0.289)
H (-0.162, -4.383, -0.991)
H (-5.509, 0.517, -1.127)
H (1.694, 7.543, 2.509)
H (-1.391, -6.351, 2.170)
H (2.581, -1.065, -1.338)
H (2.336, -2.187, -2.691)
H (1.033, -1.089, -2.182)

The following is a quantum chemistry calculation of a molecular structure, C20H25BF5N6O3PS3Sc, from the OMol25 dataset.

Kohn-Sham gap (Eh): 0.273
E_LUMO (eV): -3.00
Max |F| (eV Å⁻¹): 0.55
Total charge: +1

Positions of all 65 atoms, in Å:
Sc (0.446, 0.436, 0.036)
S (-1.494, 2.169, -0.256)
S (1.418, 1.745, -1.913)
S (-1.617, -1.190, 0.365)
P (1.057, -2.752, -0.331)
F (0.901, 2.370, 1.033)
F (2.356, 6.755, -1.811)
F (1.122, 4.738, 2.253)
F (1.841, 6.966, 0.840)
F (2.159, 4.397, -3.059)
O (1.269, -1.844, 1.024)
O (2.577, -3.218, -0.573)
O (1.063, -1.294, -1.203)
N (3.271, 0.007, 1.945)
N (-2.926, -2.099, 2.539)
N (-3.857, -0.279, 1.797)
N (-3.960, 1.003, -0.403)
N (2.789, 0.495, 0.782)
N (-2.992, 1.222, -2.336)
C (-2.037, -3.232, 2.700)
C (-2.826, -1.108, 1.618)
C (-2.853, 1.430, -1.013)
C (-4.600, -0.738, 2.860)
C (2.813, -4.583, -0.998)
C (1.897, 4.452, -1.755)
C (-4.222, 0.640, -2.567)
C (-2.018, 1.570, -3.358)
C (-4.031, -1.869, 3.327)
C (1.346, -1.411, -2.629)
C (3.869, 0.856, 0.095)
C (4.613, 0.068, 2.007)
C (1.376, 4.665, 0.953)
C (-4.818, 0.509, -1.361)
C (1.531, 3.295, -1.074)
C (1.526, -2.600, 2.216)
C (1.741, 5.792, 0.235)
C (2.002, 5.679, -1.122)
C (5.042, 0.615, 0.824)
C (1.286, 3.470, 0.275)
B (-4.263, 1.103, 1.112)
H (-5.454, 1.199, 1.270)
H (-5.482, -0.212, 3.178)
H (-4.556, 0.395, -3.558)
H (3.747, 1.270, -0.891)
H (3.771, -4.587, -1.508)
H (-2.520, -3.940, 3.368)
H (6.055, 0.812, 0.524)
H (-1.281, 0.776, -3.471)
H (-2.544, 1.719, -4.298)
H (1.678, -0.440, -2.973)
H (2.147, -2.134, -2.762)
H (-1.092, -2.917, 3.137)
H (-1.501, 2.480, -3.066)
H (0.441, -1.726, -3.144)
H (-1.855, -3.707, 1.738)
H (2.642, -0.265, 2.676)
H (2.033, -4.920, -1.680)
H (5.140, -0.265, 2.885)
H (-3.641, 1.992, 1.614)
H (0.939, -3.521, 2.226)
H (1.224, -1.997, 3.071)
H (2.586, -2.844, 2.275)
H (2.857, -5.235, -0.129)
H (-4.310, -2.536, 4.122)
H (-5.785, 0.123, -1.095)

The following is a quantum chemistry calculation of 2 unconnected molecules or ions with the total composition C9H14 at a distorted geometry, from the OMol25 dataset.

Kohn-Sham gap (Eh): 0.356
ΔE to the lowest compared entry with this formula, charge and spin (kcal per mole): 61.6
E_LUMO (eV): 0.95
SMILES string: Cc1ccccc1.CC
Max |F| (eV Å⁻¹): 5.47

Positions of all 23 atoms, in Å:
C (0.081, 1.650, 1.230)
C (1.774, -0.164, -0.126)
C (-2.002, -2.565, 0.095)
C (-1.222, -2.754, -1.341)
C (-0.228, 1.232, -0.094)
C (-1.239, 1.797, -1.005)
C (2.264, 0.612, 0.852)
C (1.383, 1.324, 1.719)
C (0.449, 0.171, -0.632)
H (-2.189, 2.079, -0.555)
H (-1.627, -2.064, -2.132)
H (3.245, 0.430, 1.176)
H (1.569, 1.385, 2.773)
H (-3.030, -2.863, -0.193)
H (-1.238, -3.703, -1.681)
H (-0.760, 1.984, 1.776)
H (-0.740, 2.719, -1.446)
H (-0.097, -2.387, -1.409)
H (-1.522, -3.284, 0.793)
H (-1.678, 0.930, -1.639)
H (-0.028, -0.594, -1.279)
H (-1.831, -1.587, 0.445)
H (2.368, -0.855, -0.819)

The following is a quantum chemistry calculation of 6 unconnected molecules or ions with the total composition C46H59F40N3O8S at a distorted geometry, from the OMol25 dataset.

Kohn-Sham gap (Eh): 0.328
E_LUMO (eV): -0.21
SMILES string: CCCN[C@@]1([C@@H](C)CC)NC(=O)[C@](S)(N=C=O)[C@H]1CCCCCCCCOC.FC(F)C(F)(F)COC(F)(F)C(F)F.FC(F)C(F)(F)COC(F)(F)C(F)F.FC(F)C(F)(F)COC(F)(F)C(F)F.FC(F)C(F)(F)COC(F)(F)C(F)F.FC(F)C(F)(F)COC(F)(F)C(F)F
Max |F| (eV Å⁻¹): 10.80

Positions of all 157 atoms, in Å:
S (-2.242, -1.123, -0.700)
F (-0.874, 0.837, 4.173)
F (-8.979, -0.949, -3.357)
F (-8.663, 5.518, 4.734)
F (2.972, -7.043, -3.588)
F (-9.626, 1.086, -2.991)
F (-9.001, 3.144, -2.057)
F (-6.561, 3.920, 4.973)
F (-6.772, 3.340, 2.286)
F (6.972, 2.389, -6.058)
F (-3.379, -0.060, 4.896)
F (7.312, 4.671, -4.402)
F (2.232, 1.314, -3.244)
F (-6.794, 7.433, 3.586)
F (-7.419, 5.375, 2.651)
F (-4.634, 3.639, 4.005)
F (4.115, 1.978, -2.381)
F (-9.150, 4.267, -0.210)
F (2.239, 3.990, -2.570)
F (-6.943, 8.556, 5.432)
F (-6.841, -0.650, -1.638)
F (6.000, 3.763, -2.922)
F (4.856, -5.258, -4.128)
F (4.002, -5.527, -6.899)
F (-10.870, 1.229, -0.908)
F (-2.312, 0.906, 2.542)
F (5.829, -6.632, -7.265)
F (3.878, 4.383, -3.932)
F (-11.630, 3.254, -1.153)
F (-2.296, 4.033, 5.618)
F (-0.725, 3.629, 7.879)
F (-2.940, 1.798, 5.920)
F (-9.424, 7.543, 4.490)
F (-0.608, 1.872, 6.599)
F (1.095, -5.031, -3.776)
F (6.168, -4.350, -5.609)
F (-8.768, -0.369, -0.670)
F (2.734, -4.637, -5.138)
F (1.089, -7.707, -4.450)
F (5.145, 3.494, -5.693)
F (-0.527, 5.282, 5.578)
O (-8.288, 2.219, -0.114)
O (7.382, 0.121, 1.283)
O (-0.819, -1.683, -4.055)
O (-0.579, 3.511, 4.234)
O (4.351, -7.506, -5.851)
O (-6.081, 6.509, 5.528)
O (5.495, 1.515, -4.645)
O (-2.972, 2.309, -1.714)
N (0.050, -2.795, -1.859)
N (0.745, -2.957, 0.534)
N (-0.795, 0.833, -2.356)
C (-1.646, 2.953, 3.461)
C (1.716, -5.492, -4.896)
C (4.066, 1.478, -4.689)
C (2.859, -2.046, -2.892)
C (6.088, 2.737, -5.084)
C (2.922, -7.543, -5.896)
C (-0.688, -0.481, -1.609)
C (-0.519, -1.686, -2.754)
C (5.227, -1.242, 3.521)
C (-5.711, 4.484, 4.074)
C (7.193, 0.999, 0.115)
C (3.784, -2.775, -0.519)
C (-7.083, 7.310, 4.902)
C (3.726, -1.907, 3.364)
C (6.371, -1.940, 2.553)
C (-1.011, -3.893, 2.707)
C (0.761, -0.709, -0.806)
C (1.067, -2.322, -0.800)
C (4.384, -4.323, -0.319)
C (2.860, 3.529, -3.689)
C (-7.407, 1.532, -1.008)
C (-5.201, 5.821, 4.635)
C (-10.712, 2.509, -0.483)
C (0.461, 0.085, 0.597)
C (-9.290, 3.021, -0.741)
C (-1.929, 1.501, -1.962)
C (4.944, -6.283, -6.291)
C (-7.918, 0.195, -1.568)
C (5.680, -5.540, -5.169)
C (-1.992, 1.483, 3.744)
C (-0.947, 3.988, 5.529)
C (-6.338, 4.565, 2.687)
C (6.632, -1.146, 1.140)
C (2.555, -0.835, 2.946)
C (3.333, 2.094, -3.488)
C (1.724, 1.053, 1.099)
C (-0.295, 3.192, 6.665)
C (-8.505, 6.798, 5.160)
C (2.480, -2.866, -1.511)
C (2.969, 0.219, 1.762)
C (0.070, -4.936, 1.972)
C (0.196, -4.360, 0.407)
C (-8.545, 0.276, -2.955)
C (6.824, 3.480, -3.963)
C (2.189, -6.927, -4.694)
C (-3.162, 1.268, 4.697)
H (6.514, -6.132, -4.785)
H (8.199, 1.524, -0.252)
H (1.244, 1.761, 1.930)
H (1.081, -4.789, 2.582)
H (5.064, -4.302, 0.638)
H (3.676, 1.033, 2.275)
H (-0.462, -2.862, 2.952)
H (6.455, 1.869, 0.454)
H (1.000, -5.422, -5.721)
H (-4.086, 1.696, 4.295)
H (-1.846, -3.602, 1.907)
H (-0.418, 0.855, 0.354)
H (7.416, -2.038, 3.105)
H (-0.923, -4.402, -0.007)
H (-8.748, 6.828, 6.224)
H (-0.320, -6.039, 2.022)
H (3.430, -2.315, 4.446)
H (5.595, -1.441, 4.638)
H (1.578, -1.449, 2.753)
H (-4.813, 6.484, 3.852)
H (3.949, -2.417, -3.197)
H (3.797, -2.856, 2.679)
H (3.438, -4.988, -0.051)
H (2.117, -2.363, -3.767)
H (2.091, 1.633, 0.151)
H (7.313, -1.855, 0.475)
H (0.926, -5.071, -0.195)
H (1.557, -2.973, 1.189)
H (4.924, -4.729, -1.276)
H (6.709, 0.469, -0.816)
H (3.677, 1.839, -5.649)
H (-6.531, 1.296, -0.392)
H (2.533, -7.182, -6.855)
H (2.397, -4.012, -1.835)
H (3.561, -2.388, 0.563)
H (-1.461, -4.328, 3.698)
H (0.342, -3.612, -2.439)
H (6.054, -3.056, 2.292)
H (-4.325, 5.585, 5.250)
H (-7.019, 2.195, -1.791)
H (0.042, -0.592, 1.467)
H (2.347, -0.181, 3.923)
H (5.663, -0.928, 0.519)
H (3.594, -0.233, 0.883)
H (2.143, 3.599, -4.514)
H (-10.955, 2.539, 0.582)
H (-2.532, 3.600, 3.461)
H (3.825, 0.408, -4.684)
H (0.793, 3.279, 6.635)
H (1.581, 0.002, -1.304)
H (2.682, -8.613, -5.891)
H (-1.279, 2.993, 2.429)
H (2.938, -0.885, -2.761)
H (-7.822, 0.628, -3.699)
H (5.204, -0.068, 3.408)
H (-5.615, 4.917, 1.944)
H (-1.931, -2.310, 0.002)
H (7.658, 2.888, -3.578)
H (4.645, -2.190, -1.076)

The following is a quantum chemistry calculation of a gas-phase ion, C5H7N2 (charge +1) at a distorted geometry, from the OMol25 dataset.

Kohn-Sham gap (Eh): 0.382
ΔE to the lowest compared entry with this formula, charge and spin (kcal per mole): 62.9
E_LUMO (eV): -3.88
SMILES string: C1=C[C@H]2NC=[NH+][C@@H]12
Max |F| (eV Å⁻¹): 3.89
Total charge: +1

Positions of all 14 atoms, in Å:
N (0.414, -0.065, 1.326)
N (1.005, 1.055, -0.511)
C (-0.479, -0.893, -1.258)
C (-0.334, 0.546, -0.791)
C (-1.111, -1.297, -0.097)
C (-0.864, 0.043, 0.613)
C (1.341, 0.632, 0.690)
H (2.402, 0.695, 1.024)
H (1.349, 1.912, -1.032)
H (0.592, -0.717, 2.009)
H (-0.917, 1.253, -1.364)
H (-1.731, 0.556, 1.256)
H (-0.110, -1.520, -2.063)
H (-1.557, -2.202, 0.196)

The following is a quantum chemistry calculation of 2 unconnected molecules or ions with the total composition C5H4 at a distorted geometry, from the OMol25 dataset.

Kohn-Sham gap (Eh): 0.375
ΔE to the lowest compared entry with this formula, charge and spin (kcal per mole): 82.1
E_LUMO (eV): 0.91
SMILES string: C1=CC=1.C#C
Max |F| (eV Å⁻¹): 4.29

Positions of all 9 atoms, in Å:
C (2.389, -0.194, -0.458)
C (1.179, -0.249, 0.073)
C (-2.558, -0.146, 0.492)
C (-1.719, 0.625, 0.078)
C (1.220, -0.015, -1.296)
H (-3.317, -0.521, 1.023)
H (-1.020, 1.194, -0.592)
H (3.412, -0.456, -0.251)
H (0.412, -0.238, 0.931)